ORCA calculation (the ωB97M-V functional and the def2-TZVPD basis) on a structure of composition C27H59FInNO21PS5.

Computed properties:
Total energy ... -5321.095542 hartree
Net charge ... -1
Largest force on an atom ... 0.031 Eh/bohr

Cartesian coordinates (Å):
C 6.276 3.411 1.817
C 6.709 3.833 0.365
C 5.391 4.033 -0.464
C 4.688 5.397 -0.087
C 3.836 5.960 -1.270
C 2.702 4.922 -1.583
C 1.378 5.541 -2.129
C 0.680 6.551 -1.154
C -0.338 5.845 -0.179
C 0.461 5.378 1.094
C -0.461 4.753 2.175
C 0.242 4.439 3.533
C 1.677 3.861 3.407
C 1.789 2.376 2.905
C 0.471 1.547 2.841
In 0.771 0.015 1.173
C 2.794 0.254 0.154
C 2.934 -0.605 -1.150
F 3.902 -0.112 1.003
P -1.061 0.450 -0.558
N -0.548 0.025 -2.199
O -1.308 2.171 -0.600
H 7.081 3.544 2.565
H 6.009 2.337 1.791
H 5.398 4.005 2.130
H 7.337 4.750 0.366
H 7.327 3.013 -0.056
H 5.557 3.955 -1.556
H 4.690 3.234 -0.138
H 5.468 6.139 0.187
H 4.026 5.209 0.781
H 3.440 6.973 -1.048
H 4.494 6.053 -2.159
H 2.550 4.255 -0.711
H 3.100 4.265 -2.393
H 1.574 6.068 -3.088
H 0.672 4.695 -2.294
H 1.414 7.069 -0.503
H 0.188 7.337 -1.766
H -1.162 6.531 0.081
H -0.796 4.992 -0.726
H 1.118 4.555 0.732
H 1.058 6.243 1.446
H -1.276 5.486 2.395
H -0.966 3.884 1.708
H -0.417 3.739 4.096
H 0.256 5.374 4.137
H 2.160 3.964 4.407
H 2.294 4.491 2.722
H 2.469 1.841 3.608
H 2.336 2.375 1.936
H 0.322 0.945 3.762
H -0.435 2.105 2.543
H 0.688 -1.666 1.782
H 3.002 1.313 -0.140
H 1.915 -0.857 -1.509
H 3.470 -0.087 -1.972
H 3.448 -1.564 -0.935
H -0.598 0.825 -2.827
H -1.217 -0.664 -2.527
H -1.808 2.405 0.180
C -0.694 -5.227 4.056
C -0.322 -4.218 5.126
O -0.746 -2.958 4.603
S -2.063 -3.173 3.691
O -3.217 -2.878 4.484
O -1.832 -2.576 2.420
O -1.953 -4.780 3.542
H 0.032 -5.219 3.238
H -0.780 -6.234 4.452
H 0.746 -4.206 5.334
H -0.871 -4.405 6.053
C -0.513 -2.595 -5.275
C -0.174 -3.171 -3.915
O -0.991 -4.344 -3.799
S -1.190 -4.997 -5.260
O -0.249 -6.057 -5.421
O -2.590 -5.178 -5.484
O -0.683 -3.734 -6.129
H -1.456 -2.044 -5.248
H 0.274 -1.948 -5.658
H -0.382 -2.477 -3.106
H 0.873 -3.481 -3.865
C -6.227 -4.933 -6.840
C -5.883 -5.503 -5.477
O -6.699 -6.676 -5.355
S -6.902 -7.335 -6.815
O -5.957 -8.394 -6.974
O -8.300 -7.518 -7.037
O -6.396 -6.073 -7.689
H -7.172 -4.385 -6.813
H -5.442 -4.286 -7.225
H -6.093 -4.807 -4.669
H -4.837 -5.809 -5.430
C 0.704 -10.512 3.177
C 0.901 -10.879 4.637
O 1.726 -9.838 5.167
S 1.388 -8.453 4.406
O 0.468 -7.710 5.211
O 2.605 -7.897 3.917
O 0.570 -9.089 3.167
H 1.580 -10.778 2.580
H -0.181 -10.979 2.749
H 1.381 -11.847 4.762
H -0.048 -10.871 5.179
C -4.475 3.564 0.715
C -5.400 4.242 -0.278
O -5.589 5.563 0.239
S -4.240 6.032 0.999
O -3.477 6.832 0.098
O -4.593 6.472 2.310
O -3.545 4.579 1.107
H -5.018 3.236 1.604
H -3.949 2.717 0.278
H -6.355 3.730 -0.373
H -4.932 4.325 -1.262